Entry A
{"formula": "C7H12", "method": "the ωB97M-V functional and the def2-TZVPD basis", "symbols": ["C", "C", "C", "C", "C", "C", "C", "H", "H", "H", "H", "H", "H", "H", "H", "H", "H", "H", "H"], "coordinates": [[-0.079, 1.198, 2.366], [-0.037, 1.398, 0.879], [0.150, 0.446, -0.036], [0.280, 0.666, -1.486], [0.712, -0.437, -2.105], [0.937, -1.574, -1.137], [0.311, -1.051, 0.177], [0.639, 1.860, 2.866], [-1.067, 1.433, 2.780], [0.164, 0.168, 2.645], [-0.152, 2.425, 0.529], [0.088, 1.626, -1.957], [0.931, -0.517, -3.166], [0.486, -2.513, -1.475], [2.012, -1.766, -1.020], [0.906, -1.299, 1.062], [-0.681, -1.500, 0.318], [-2.618, -0.326, -0.941], [-2.982, -0.237, -0.298]], "lowdin_charge": [-0.098, -0.127, -0.290, -0.076, -0.089, -0.182, -0.148, 0.072, 0.073, 0.063, 0.104, 0.110, 0.100, 0.105, 0.110, 0.107, 0.102, 0.028, 0.037], "orbital_gap_ha": 0.3414, "smiles": "C/C=C1/C=CCC1.[H][H]", "spin_multiplicity": 1, "e_homo_ev": -8.1, "total_charge": 0, "lumo_ev": 1.18}

=====

Entry B
{"formula": "C7H12", "method": "the ωB97M-V functional and the def2-TZVPD basis", "symbols": ["C", "C", "C", "C", "C", "C", "C", "H", "H", "H", "H", "H", "H", "H", "H", "H", "H", "H", "H"], "coordinates": [[-1.932, -0.096, 0.797], [-1.210, -0.516, -0.467], [-0.098, 0.122, -1.280], [0.888, 1.186, -0.832], [1.305, 0.803, 0.595], [1.077, -0.726, 0.699], [0.165, -1.120, -0.462], [-2.773, 0.572, 0.585], [-2.346, -0.999, 1.267], [-1.290, 0.388, 1.538], [-1.894, -1.034, -1.140], [-0.238, 0.040, -2.356], [1.753, 1.084, -1.502], [0.540, 2.221, -0.919], [2.349, 1.070, 0.797], [0.698, 1.348, 1.326], [0.645, -0.994, 1.672], [2.026, -1.266, 0.617], [0.334, -2.083, -0.935]], "lowdin_charge": [-0.060, -0.253, -0.204, -0.158, -0.183, -0.152, -0.218, 0.074, 0.081, 0.061, 0.129, 0.129, 0.112, 0.106, 0.102, 0.095, 0.104, 0.105, 0.130], "orbital_gap_ha": 0.3977, "smiles": "C[C@H]1[C@H]2CCC[C@@H]12", "spin_multiplicity": 1, "e_homo_ev": -9.7, "total_charge": 0, "lumo_ev": 1.14}

=====

Result of the stability comparison: entry B is the most stable of them.

=====

Entry A
{"formula": "C7H12", "method": "the ωB97M-V functional and the def2-TZVPD basis", "symbols": ["C", "C", "C", "C", "C", "C", "C", "H", "H", "H", "H", "H", "H", "H", "H", "H", "H", "H", "H"], "coordinates": [[-1.909, 1.691, -0.835], [-0.533, 1.500, -0.497], [-0.167, 0.590, 0.539], [-1.158, 0.108, 1.332], [1.306, 0.024, 0.571], [1.511, -0.979, -0.540], [0.763, -2.301, -0.431], [-2.665, 1.142, -0.250], [-2.472, 2.313, -1.552], [0.239, 2.125, -1.009], [-0.872, -0.399, 2.259], [-2.206, 0.212, 1.142], [2.002, 0.842, 0.287], [1.586, -0.468, 1.544], [2.630, -1.176, -0.677], [1.131, -0.524, -1.516], [1.158, -2.793, 0.466], [0.850, -2.953, -1.267], [-0.249, -2.118, -0.254]], "lowdin_charge": [0.030, -0.132, -0.330, 0.048, -0.176, -0.294, -0.109, 0.032, 0.051, 0.111, 0.069, 0.041, 0.108, 0.125, 0.125, 0.120, 0.079, 0.060, 0.041], "orbital_gap_ha": 0.3219, "smiles": "C=CC(=C)CCC", "spin_multiplicity": 1, "e_homo_ev": -8.3, "total_charge": 0, "lumo_ev": 0.47}

=====

Entry B
{"formula": "C7H12", "method": "the ωB97M-V functional and the def2-TZVPD basis", "symbols": ["C", "C", "C", "C", "C", "C", "C", "H", "H", "H", "H", "H", "H", "H", "H", "H", "H", "H", "H"], "coordinates": [[2.500, 0.207, -0.782], [1.173, -0.544, -0.749], [0.419, -0.449, 0.551], [-0.737, 1.277, 0.942], [-1.786, 0.216, 0.903], [-1.959, -0.443, -0.428], [-0.977, -1.012, 0.565], [3.031, 0.049, -1.728], [3.150, -0.115, 0.037], [2.338, 1.286, -0.673], [0.555, -0.279, -1.623], [1.357, -1.628, -0.866], [0.469, 0.544, 1.166], [-0.722, 2.029, 0.156], [-0.607, 1.752, 1.930], [-2.598, 0.214, 1.621], [-2.885, -0.993, -0.570], [-1.603, 0.066, -1.324], [-1.161, -2.008, 0.966]], "lowdin_charge": [-0.117, -0.279, -0.081, -0.028, -0.295, -0.091, -0.263, 0.068, 0.073, 0.070, 0.100, 0.125, 0.065, 0.093, 0.103, 0.128, 0.101, 0.099, 0.129], "orbital_gap_ha": 0.3136, "spin_multiplicity": 1, "e_homo_ev": -7.6, "total_charge": 0, "lumo_ev": 0.94}

=====

Result of the stability comparison: entry A is the most stable of them.

=====

Entry A
{"formula": "C2H9NS", "method": "the ωB97M-V functional and the def2-TZVPD basis", "symbols": ["C", "N", "C", "H", "H", "H", "H", "H", "H", "H", "S", "H", "H"], "coordinates": [[-0.395, -0.176, 0.363], [-0.917, 0.334, -0.875], [-1.294, -0.705, -1.783], [-0.096, 0.590, 1.079], [0.480, -0.840, 0.320], [-1.167, -0.724, 0.908], [-0.444, 1.168, -1.163], [-2.103, -1.271, -1.315], [-1.657, -0.283, -2.717], [-0.545, -1.449, -2.099], [2.627, 1.538, 2.246], [3.429, 0.654, 1.631], [2.081, 1.164, 3.404]], "lowdin_charge": [-0.183, -0.185, -0.169, 0.040, 0.071, 0.073, 0.096, 0.076, 0.072, 0.072, 0.465, -0.211, -0.218], "orbital_gap_ha": 0.3381, "smiles": "CNC.S", "spin_multiplicity": 1, "e_homo_ev": -8.4, "total_charge": 0, "lumo_ev": 0.77}

=====

Entry B
{"formula": "C2H9NS", "method": "the ωB97M-V functional and the def2-TZVPD basis", "symbols": ["C", "N", "C", "H", "H", "H", "H", "H", "H", "H", "S", "H", "H"], "coordinates": [[1.673, -0.816, 0.846], [0.498, -0.145, 0.195], [-0.764, -1.051, 0.273], [1.821, -1.871, 0.680], [2.547, -0.235, 0.711], [1.490, -0.638, 1.961], [0.692, -0.032, -0.835], [-0.918, -1.994, -0.261], [-1.601, -0.432, 0.013], [-0.879, -1.307, 1.367], [-2.136, 3.118, -1.466], [-1.130, 2.501, -0.866], [-1.293, 2.902, -2.619]], "lowdin_charge": [-0.162, -0.174, -0.132, 0.061, 0.046, 0.092, 0.095, 0.061, 0.040, 0.081, 0.420, -0.279, -0.149], "orbital_gap_ha": 0.3754, "smiles": "CNC.S", "spin_multiplicity": 1, "e_homo_ev": -9.4, "total_charge": 0, "lumo_ev": 0.86}

=====

Result of the stability comparison: entry A is the most stable of them.

=====

Entry A
{"formula": "C3H5N3S", "method": "the ωB97M-V functional and the def2-TZVPD basis", "symbols": ["C", "C", "C", "N", "N", "N", "S", "H", "H", "H", "H", "H"], "coordinates": [[-0.334, -0.887, -0.283], [0.510, 0.440, -0.558], [-0.264, -2.130, -0.743], [-1.126, -0.547, 0.824], [-1.324, 0.609, 1.153], [0.377, 2.750, 1.230], [-0.495, 1.827, 0.270], [1.549, 0.355, -0.219], [0.504, 0.662, -1.622], [-0.812, -2.959, -0.496], [0.410, -2.532, -1.529], [1.007, 2.410, 1.974]], "lowdin_charge": [-0.351, -0.238, 0.097, -0.043, -0.200, -0.394, 0.873, 0.087, 0.062, 0.035, 0.087, -0.015], "orbital_gap_ha": 0.3039, "spin_multiplicity": 1, "e_homo_ev": -8.9, "total_charge": 0, "lumo_ev": -0.62}

=====

Entry B
{"formula": "C3H5N3S", "method": "the ωB97M-V functional and the def2-TZVPD basis", "symbols": ["H", "N", "C", "C", "S", "C", "N", "H", "N", "H", "H", "H"], "coordinates": [[2.797, -1.461, 0.068], [2.597, -0.472, 0.126], [1.351, -0.207, -0.047], [0.812, 1.238, -0.022], [-0.994, 1.183, 0.014], [-1.024, -0.568, -0.031], [-2.119, -1.240, 0.091], [-1.897, -2.223, 0.111], [0.284, -1.060, -0.201], [1.158, 1.681, 0.926], [1.214, 1.785, -0.903], [0.467, -2.072, 0.068]], "lowdin_charge": [0.037, 0.124, -0.488, -0.391, 0.960, -0.745, 0.066, 0.031, 0.047, 0.083, 0.093, 0.183], "orbital_gap_ha": 0.3635, "smiles": "[H]/N=C1/CS/C(=N/[H])N1", "spin_multiplicity": 1, "e_homo_ev": -9.4, "total_charge": 0, "lumo_ev": 0.54}

=====

Result of the stability comparison: entry B is the most stable of them.